Entry 1:
The following is a DFT calculation (ωB97M-V/def2-TZVPD) of a cluster of 2 separate species, C4H10N2O2 in total.

Each line ends with the Löwdin charge.
Positions of all 18 atoms, in Å:
C1 0.536 -0.102 0.601  -0.183
N1 1.686 -0.930 0.443  0.171
C2 2.153 -1.456 1.609  -0.290
O1 2.110 -1.006 2.803  0.042
C3 -0.713 -0.451 -0.098  -0.439
C4 -1.783 0.601 0.117  -0.078
O2 0.229 1.983 -1.827  -0.272
N2 -0.574 -0.530 -1.584  0.097
H1 0.770 0.946 0.147  0.181
H2 0.182 -0.086 1.658  0.139
H3 0.284 -1.064 -1.730  0.080
H4 2.681 -2.313 1.347  0.100
H5 -1.150 -1.447 0.135  0.167
H6 -2.688 0.123 -0.297  0.089
H7 -1.931 0.768 1.189  0.079
H8 -1.566 1.604 -0.450  0.109
H9 0.118 2.881 -2.080  -0.058
H10 -0.344 0.478 -1.982  0.067

Calculated values
HOMO: -9.128 eV
Maximum force: 6.88 eV Å⁻¹
Orbital gap: 4.277 eV
Total charge: 0
Lowest unoccupied orbital energy: -4.85 eV
Energy relative to the best compared isomer or geometry (same formula, charge and spin): 212.1 kcal per mole

=====

Entry 2:
The following is a DFT calculation (ωB97M-V/def2-TZVPD) of a structure of composition C36H59BFN6SbTa.

Each line ends with the Löwdin charge.
Positions of all 105 atoms, in Å:
Ta1 -0.256 0.144 -0.062  1.832
C1 -1.968 -4.702 0.164  0.029
C2 -2.187 -3.299 -0.265  -0.211
C3 -3.106 -2.792 -1.172  0.083
C4 -3.016 -1.407 -1.133  -0.187
N1 -1.966 -1.083 -0.324  -0.064
N2 -1.520 -2.260 0.277  0.024
B1 -0.987 -2.152 1.752  -0.461
N3 0.549 -2.061 1.660  0.018
N4 1.100 -0.807 1.417  -0.060
C5 2.340 -0.827 1.977  -0.228
C6 2.620 -2.113 2.409  0.062
C7 1.471 -2.863 2.216  -0.217
C8 1.199 -4.270 2.609  0.026
C9 3.140 0.388 2.390  -0.516
C10 2.447 1.689 1.989  -0.066
C11 4.592 0.243 1.911  -0.014
C12 3.151 0.382 3.937  -0.014
N5 -1.515 -0.792 2.365  0.068
N6 -1.251 0.391 1.724  -0.109
C13 -1.791 1.409 2.414  -0.196
C14 -2.412 0.885 3.533  0.098
C15 -2.223 -0.496 3.475  -0.201
C16 -2.683 -1.539 4.428  0.023
C17 -1.619 2.768 1.824  -0.501
C18 -0.898 3.710 2.798  0.010
C19 -0.777 2.570 0.557  -0.090
C20 -2.987 3.350 1.430  0.011
C21 -4.140 -0.485 -1.554  -0.517
C22 -5.107 -0.526 -0.348  -0.007
C23 -4.847 -1.044 -2.795  -0.015
C24 -3.764 0.965 -1.807  -0.024
H1 -2.545 -5.375 -0.465  0.106
H2 -2.283 -4.846 1.198  0.104
H3 -0.915 -4.972 0.088  0.095
H4 -3.835 -3.370 -1.714  0.142
H5 -1.333 -3.077 2.403  0.127
H6 3.513 -2.445 2.912  0.143
H7 2.105 -4.719 3.007  0.104
H8 0.870 -4.862 1.756  0.090
H9 0.427 -4.323 3.378  0.100
H10 2.394 1.865 0.915  0.004
H11 2.971 2.539 2.427  0.117
H12 1.436 1.692 2.408  0.059
H13 4.667 -0.004 0.853  0.056
H14 5.085 -0.560 2.459  0.100
H15 5.155 1.157 2.104  0.109
H16 2.138 0.438 4.342  0.099
H17 3.709 1.248 4.293  0.107
H18 3.631 -0.510 4.335  0.094
H19 -2.942 1.415 4.307  0.143
H20 -3.226 -1.080 5.250  0.103
H21 -1.836 -2.090 4.839  0.103
H22 -3.344 -2.253 3.935  0.104
H23 0.079 3.327 3.094  0.083
H24 -1.495 3.837 3.701  0.109
H25 -0.768 4.693 2.347  0.108
H26 0.256 2.229 0.788  0.053
H27 -0.596 3.501 0.015  0.138
H28 -1.335 1.975 -0.204  0.039
H29 -3.614 3.454 2.315  0.110
H30 -3.512 2.707 0.721  0.077
H31 -2.866 4.338 0.988  0.109
H32 -5.427 -1.543 -0.121  0.100
H33 -5.993 0.063 -0.585  0.108
H34 -4.641 -0.101 0.546  0.085
H35 -5.347 -1.991 -2.591  0.092
H36 -4.153 -1.185 -3.626  0.093
H37 -5.615 -0.343 -3.118  0.106
H38 -3.236 1.405 -0.954  0.051
H39 -4.680 1.543 -1.937  0.113
H40 -3.167 1.082 -2.704  0.069
C25 3.520 3.332 -1.561  -0.151
C26 3.963 1.926 -1.173  -0.376
Sb1 2.406 0.486 -1.561  1.510
C27 2.260 0.934 -3.646  -0.380
C28 3.566 0.727 -4.408  -0.136
C29 3.228 -1.498 -1.433  -0.392
C30 4.703 -1.611 -1.809  -0.147
H41 4.329 4.039 -1.378  0.095
H42 2.659 3.666 -0.974  0.064
H43 3.261 3.405 -2.616  0.066
H44 4.293 1.879 -0.145  0.026
H45 4.792 1.584 -1.796  0.064
H46 1.936 1.973 -3.699  0.051
H47 1.465 0.321 -4.064  0.042
H48 4.420 1.215 -3.939  0.067
H49 3.469 1.152 -5.407  0.094
H50 3.798 -0.331 -4.529  0.072
H51 2.604 -2.121 -2.078  0.060
H52 3.066 -1.824 -0.406  0.020
H53 4.889 -1.345 -2.847  0.063
H54 5.037 -2.640 -1.669  0.091
H55 5.332 -0.978 -1.182  0.066
F1 -1.569 0.748 -6.090  0.145
C31 -1.227 0.716 -4.817  -0.262
C32 -1.058 -0.518 -4.203  0.023
C33 -0.703 -0.556 -2.866  -0.160
C34 -0.555 0.637 -2.122  -0.457
C35 -0.699 1.857 -2.798  -0.137
C36 -1.034 1.910 -4.140  0.025
H56 -1.199 -1.424 -4.779  0.145
H57 -0.574 -1.541 -2.417  0.108
H58 -0.541 2.799 -2.286  0.109
H59 -1.156 2.847 -4.666  0.147

Calculated values
HOMO: -16.514 eV
Maximum force: 1.28 eV Å⁻¹
Orbital gap: 5.967 eV
Total charge: +3
Lowest unoccupied orbital energy: -10.55 eV
Energy relative to the best compared isomer or geometry (same formula, charge and spin): 34.5 kcal per mole

=====

Entry 3:
The following is a DFT calculation (ωB97M-V/def2-TZVPD) of a cluster of 7 separate species, C14H34O11 in total.

Each line ends with the Löwdin charge.
Positions of all 59 atoms, in Å:
O1 -0.296 -2.404 -4.968  0.159
C1 -1.235 -1.950 -5.524  -0.585
O2 -1.205 -0.917 -6.391  0.057
C2 -2.536 -0.413 -6.600  -0.093
C3 -3.429 -1.529 -6.015  -0.093
O3 -2.493 -2.409 -5.360  0.059
H1 -2.635 0.517 -6.047  0.127
H2 -2.707 -0.270 -7.661  0.127
H3 -3.973 -2.085 -6.775  0.126
H4 -4.124 -1.167 -5.261  0.127
O4 -1.248 0.481 1.004  0.154
C4 -0.581 0.190 0.062  -0.559
O5 -1.041 0.151 -1.209  0.068
C5 0.065 0.207 -2.114  -0.091
C6 1.272 -0.161 -1.239  -0.084
O6 0.752 -0.005 0.096  0.045
H5 -0.075 -0.533 -2.893  0.114
H6 0.136 1.201 -2.557  0.131
H7 2.072 0.570 -1.319  0.131
H8 1.588 -1.182 -1.421  0.101
C7 0.563 -4.457 -2.502  -0.086
C8 0.970 -4.686 -1.061  -0.297
O7 1.347 -3.447 -0.440  -0.101
H9 -0.345 -3.860 -2.566  0.068
H10 0.454 -5.407 -3.020  0.079
H11 1.328 -3.868 -3.015  0.076
H12 1.788 -5.412 -1.003  0.109
H13 0.130 -5.108 -0.499  0.113
H14 1.227 -3.524 0.511  0.094
C9 0.970 3.592 0.685  -0.076
C10 1.898 4.745 0.946  -0.332
O8 1.103 5.861 1.342  -0.078
H15 0.241 3.883 -0.070  0.086
H16 0.432 3.358 1.603  0.060
H17 1.537 2.713 0.377  0.070
H18 2.474 5.004 0.044  0.109
H19 2.662 4.497 1.694  0.111
H20 1.680 6.529 1.722  0.080
C11 -2.483 1.781 4.340  -0.091
C12 -1.693 2.783 3.516  -0.315
O9 -1.776 4.081 4.138  -0.087
H21 -3.539 2.063 4.312  0.075
H22 -2.205 1.786 5.397  0.074
H23 -2.347 0.762 3.980  0.066
H24 -2.113 2.789 2.512  0.106
H25 -0.630 2.532 3.566  0.087
H26 -0.911 4.492 4.091  0.067
C13 1.168 -1.001 5.416  -0.093
C14 0.732 0.047 4.436  -0.315
O10 -0.098 -0.591 3.447  -0.100
H27 1.737 -0.609 6.257  0.072
H28 1.738 -1.785 4.915  0.074
H29 0.287 -1.518 5.815  0.078
H30 1.598 0.450 3.897  0.115
H31 0.163 0.865 4.882  0.089
H32 -0.050 -0.124 2.606  0.032
O11 4.137 -2.198 -0.061  -0.061
H33 3.212 -2.242 -0.332  -0.014
H34 4.307 -3.066 0.315  0.031

Calculated values
HOMO: -9.669 eV
Maximum force: 1.35 eV Å⁻¹
Orbital gap: 10.034 eV
Total charge: 0
Lowest unoccupied orbital energy: 0.36 eV

=====

Entry 4:
The following is a DFT calculation (ωB97M-V/def2-TZVPD) of a cluster of 3 separate species, C29H63IN7O10P3 in total.

Each line ends with the Löwdin charge.
Positions of all 113 atoms, in Å:
C1 1.511 2.910 3.877  0.036
C2 1.142 1.706 3.423  -0.126
C3 0.287 1.665 2.154  -0.499
O1 -1.059 1.584 2.644  -0.074
C4 -1.683 2.836 2.861  -0.146
C5 -2.314 2.933 4.294  -0.401
C6 -3.506 3.912 4.198  -0.036
O2 -2.628 1.685 4.824  0.001
O3 0.572 2.637 1.228  -0.036
C7 0.591 2.254 -0.137  -0.308
C8 -0.127 3.339 -0.946  0.014
C9 0.007 0.817 -0.121  -0.370
O4 -1.433 0.897 -0.126  0.010
C10 0.271 -0.083 -1.339  -0.082
C11 0.507 0.639 -2.678  -0.158
C12 -0.795 1.136 -3.350  -0.058
C13 -0.446 1.933 -4.599  -0.488
O5 -1.253 2.651 -5.127  0.107
O6 0.805 1.760 -5.095  -0.020
C14 1.365 2.953 -5.651  -0.217
C15 1.456 4.095 -4.644  -0.069
C16 0.410 0.310 1.288  -0.418
N1 -0.517 -0.669 1.873  0.176
C17 -0.498 -1.775 1.343  -0.281
O7 -0.388 -2.816 0.787  0.167
P1 2.157 -0.342 1.650  0.646
O8 2.541 -1.561 0.594  -0.384
I1 3.844 1.387 1.100  0.516
H1 2.526 3.082 4.224  0.065
H2 0.804 3.733 3.878  0.062
H3 1.405 0.801 3.958  0.100
H4 -2.533 2.892 2.165  0.120
H5 -1.028 3.701 2.755  0.125
H6 -1.554 3.431 4.900  0.131
H7 -3.341 4.772 4.850  0.076
H8 -3.643 4.333 3.201  0.072
H9 -4.435 3.446 4.533  0.080
H10 -3.529 1.437 4.606  0.093
H11 1.563 2.143 -0.632  0.083
H12 0.069 4.283 -0.436  0.098
H13 -1.191 3.171 -1.094  0.084
H14 0.359 3.414 -1.919  0.063
H15 -1.715 1.707 0.311  0.083
H16 -0.634 -0.679 -1.474  0.132
H17 1.083 -0.796 -1.199  0.098
H18 1.196 1.484 -2.620  0.097
H19 0.977 -0.082 -3.347  0.122
H20 -1.393 0.259 -3.616  0.126
H21 -1.402 1.741 -2.684  0.105
H22 0.872 3.265 -6.573  0.120
H23 2.390 2.709 -5.935  0.120
H24 0.478 4.474 -4.353  0.074
H25 1.991 4.912 -5.137  0.081
H26 2.064 3.821 -3.781  0.076
H27 2.846 -1.200 -0.248  0.019
C18 5.696 -0.199 6.079  -0.126
N2 4.798 -0.770 7.058  -0.342
C19 4.454 0.100 8.173  -0.133
P2 3.929 -2.250 6.923  0.705
O9 2.534 -1.686 6.797  -0.303
N3 4.032 -2.949 5.357  -0.312
C20 5.148 -2.821 4.439  -0.140
C21 2.792 -3.061 4.596  -0.140
N4 5.328 -3.210 7.383  -0.277
C22 4.914 -4.610 7.677  -0.133
C23 6.149 -2.779 8.523  -0.133
H28 6.488 -0.899 5.797  0.065
H29 6.224 0.665 6.483  0.077
H30 5.169 0.129 5.175  0.077
H31 4.893 -0.266 9.113  0.064
H32 3.371 0.159 8.317  0.069
H33 4.808 1.119 8.026  0.076
H34 5.125 -1.869 3.896  0.072
H35 5.118 -3.621 3.694  0.078
H36 6.111 -2.927 4.934  0.067
H37 2.501 -2.098 4.167  0.048
H38 1.980 -3.424 5.221  0.071
H39 2.892 -3.783 3.782  0.081
H40 4.277 -4.663 8.565  0.080
H41 5.787 -5.244 7.838  0.078
H42 4.361 -5.033 6.840  0.073
H43 5.562 -2.641 9.435  0.083
H44 6.684 -1.857 8.305  0.074
H45 6.920 -3.525 8.722  0.081
C24 -4.822 0.850 -6.618  -0.123
N5 -3.804 -0.155 -6.827  -0.336
C25 -2.554 0.329 -7.393  -0.131
P3 -3.827 -1.780 -6.270  0.708
O10 -2.728 -1.685 -5.234  -0.312
N6 -5.123 -2.106 -5.188  -0.317
C26 -6.420 -1.456 -5.196  -0.144
C27 -4.773 -2.472 -3.820  -0.140
N7 -4.865 -2.307 -7.586  -0.275
C28 -4.908 -3.795 -7.642  -0.133
C29 -4.574 -1.854 -8.953  -0.131
H46 -5.805 0.511 -6.962  0.064
H47 -4.619 1.747 -7.205  0.080
H48 -4.895 1.154 -5.568  0.081
H49 -2.410 -0.046 -8.418  0.065
H50 -1.696 0.002 -6.799  0.065
H51 -2.509 1.415 -7.436  0.075
H52 -6.392 -0.480 -4.699  0.075
H53 -7.153 -2.071 -4.665  0.077
H54 -6.822 -1.335 -6.199  0.067
H55 -4.482 -1.597 -3.225  0.084
H56 -3.954 -3.186 -3.804  0.069
H57 -5.617 -2.958 -3.326  0.077
H58 -3.935 -4.214 -7.915  0.080
H59 -5.648 -4.131 -8.369  0.078
H60 -5.196 -4.209 -6.677  0.073
H61 -3.552 -2.085 -9.263  0.083
H62 -4.745 -0.785 -9.066  0.075
H63 -5.260 -2.336 -9.652  0.082

Calculated values
HOMO: -7.921 eV
Maximum force: 6.93 eV Å⁻¹
Orbital gap: 7.985 eV
Total charge: 0
Lowest unoccupied orbital energy: 0.06 eV
Energy relative to the best compared isomer or geometry (same formula, charge and spin): 0.0 kcal per mole

=====

Entry 5:
The following is a DFT calculation (ωB97M-V/def2-TZVPD) of the molecule C5H8OS2.

Each line ends with the Löwdin charge.
Positions of all 16 atoms, in Å:
O1 -1.564 0.441 -2.791  -0.508
S1 -0.519 1.153 -2.068  0.420
S2 0.498 2.390 -3.193  0.215
C1 0.117 -0.057 -0.892  -0.345
C2 -0.935 -0.731 -0.110  -0.240
C3 -0.725 -0.330 1.384  -0.153
C4 0.813 -0.220 1.404  -0.206
C5 1.252 0.338 0.008  -0.200
H1 -0.747 -1.800 -0.443  0.156
H2 -1.953 -0.724 -0.464  0.108
H3 -1.122 -1.303 1.925  0.151
H4 -1.332 0.493 1.517  0.080
H5 1.238 0.354 2.336  0.137
H6 1.227 -1.212 1.625  0.101
H7 1.543 1.386 0.253  0.124
H8 2.210 -0.177 -0.491  0.162

Calculated values
HOMO (spin up / spin down): -8.617 / -8.779 eV
Maximum force: 5.56 eV Å⁻¹
Orbital gap (spin up / spin down): 7.407 / 7.215 eV
Total charge: 0
Lowest unoccupied orbital energy (spin up / spin down): -1.21 / -1.56 eV
Energy relative to the best compared isomer or geometry (same formula, charge and spin): 90.9 kcal per mole

=====

Entry 6:
The following is a DFT calculation (ωB97M-V/def2-TZVPD) of a structure of composition CH3NO6P2.

Each line ends with the Löwdin charge.
Positions of all 13 atoms, in Å:
C1 -0.147 -0.155 -0.405  -0.163
N1 2.522 2.110 0.168  -0.225
O1 1.690 0.035 1.258  -0.369
O2 4.177 0.230 2.013  -0.392
O3 2.314 0.070 -1.502  -0.411
O4 1.059 2.193 -0.284  -0.278
O5 2.618 2.318 1.498  -0.278
O6 2.326 1.004 3.660  -0.395
P1 1.609 0.631 -0.297  0.299
P2 2.805 0.807 2.258  0.238
H1 -0.184 -0.706 0.505  -0.006
H2 -0.724 0.636 -0.602  -0.060
H3 -0.534 -0.820 -1.270  0.040

Calculated values
HOMO: -0.533 eV
Maximum force: 4.31 eV Å⁻¹
Orbital gap: 7.319 eV
Total charge: -2
Lowest unoccupied orbital energy: 6.79 eV
Energy relative to the best compared isomer or geometry (same formula, charge and spin): 6.1 kcal per mole

=====

Entry 7:
The following is a DFT calculation (ωB97M-V/def2-TZVPD) of the molecule C2H3N3OS.

Each line ends with the Löwdin charge.
Positions of all 10 atoms, in Å:
C1 0.216 0.154 0.008  -0.132
C2 -1.063 0.251 0.428  -0.144
N1 0.275 -0.392 -1.250  -0.028
N2 -1.966 -0.295 -0.558  -0.230
N3 -1.080 -0.897 -1.571  -0.204
O1 -3.280 -0.288 -2.759  -0.490
S1 -2.137 0.357 -2.168  0.910
H1 1.138 0.350 0.466  0.100
H2 -1.610 0.514 1.332  0.102
H3 1.122 -0.693 -1.659  0.117

Calculated values
HOMO: -7.765 eV
Maximum force: 2.50 eV Å⁻¹
Orbital gap: 8.436 eV
Total charge: 0
Lowest unoccupied orbital energy: 0.67 eV
Energy relative to the best compared isomer or geometry (same formula, charge and spin): 93.0 kcal per mole

=====

Entry 8:
The following is a DFT calculation (ωB97M-V/def2-TZVPD) of a structure of composition C11H14BN7Re.

Each line ends with the Löwdin charge.
Positions of all 34 atoms, in Å:
C1 2.310 0.466 1.992  0.093
N1 1.856 0.080 0.756  -0.048
N2 2.955 -0.474 0.118  0.047
C2 4.053 -0.408 0.897  0.138
C3 3.675 0.170 2.095  0.200
B1 2.845 -1.069 -1.270  -0.516
N3 1.685 -2.062 -1.398  0.030
N4 0.407 -1.776 -0.886  -0.133
C4 -0.397 -2.872 -1.252  0.044
C5 0.401 -3.777 -1.946  0.102
C6 1.659 -3.227 -2.032  0.096
Re1 -0.047 0.054 -0.328  1.582
N5 2.628 0.075 -2.249  0.026
N6 1.529 0.862 -2.039  0.027
C7 1.579 1.812 -3.017  0.068
C8 2.748 1.651 -3.799  0.212
C9 3.398 0.534 -3.265  0.143
H1 0.794 2.538 -3.132  0.162
H2 4.303 -0.006 -3.526  0.187
H3 3.082 2.221 -4.645  0.177
H4 3.861 -1.605 -1.549  0.157
H5 2.569 -3.529 -2.485  0.172
H6 5.020 -0.807 0.563  0.198
H7 0.087 -4.722 -2.300  0.151
H8 4.318 0.308 2.954  0.185
H9 -1.433 -2.866 -0.942  0.151
H10 1.625 0.859 2.737  0.166
H11 -0.854 0.779 -2.549  0.037
C10 -1.486 0.374 -1.715  -0.183
H12 -1.923 -0.557 -2.151  0.088
H13 -1.384 -0.828 0.461  0.152
H14 -2.182 1.105 -1.226  0.092
N7 -1.587 0.877 2.394  0.257
C11 -1.304 0.352 1.364  -0.258

Calculated values
HOMO (spin up / spin down): -24.287 / -24.362 eV
Maximum force: 4.06 eV Å⁻¹
Orbital gap (spin up / spin down): 6.294 / 5.584 eV
Total charge: +4
⟨S²⟩: 3.796
Lowest unoccupied orbital energy (spin up / spin down): -17.99 / -18.78 eV
Multiplicity: 4
Energy relative to the best compared isomer or geometry (same formula, charge and spin): 0.0 kcal per mole

=====

Here are the calculated electronic energy numbers, same order: -418.12289 -2156.77543 -1381.44001 -3600.06021 -1066.78659 -1228.89559 -715.54804 -911.96684 (hartree).